No. 1
A cluster of 4 separate species, C25H20B3F14NO9S in total, computed with wB97M-V/def2-TZVPD.

Structure (XYZ):
```
73
Properties=species:S:1:pos:R:3:mulliken_charge:R:1
S -2.912 1.267 2.328 1.359
F -1.488 1.607 1.693 -0.271
F -3.219 -1.659 -0.550 -0.275
F -2.142 1.652 -0.979 -0.233
F -2.803 0.165 -2.414 -0.259
F -2.837 2.597 3.153 -0.309
F -4.396 0.161 -0.428 -0.263
F -2.215 0.502 3.526 -0.339
F -3.858 -1.146 1.847 -0.268
F -1.726 -0.942 1.533 -0.221
F 3.497 3.158 2.526 -0.213
F -0.699 -1.535 -1.093 -0.329
F -3.620 2.060 1.144 -0.266
F -4.328 0.968 2.956 -0.327
F -0.390 -0.055 -2.662 -0.296
O -5.346 5.071 -2.082 -0.545
O 4.118 0.304 0.131 -0.223
O 5.784 -4.020 2.996 -0.513
O 2.460 1.733 0.994 -0.568
O -4.422 -1.280 -6.504 -0.541
O 4.215 0.939 2.398 -0.495
O 0.419 0.607 -7.530 -0.542
O 8.679 -6.360 6.759 -0.543
O -8.843 4.451 1.847 -0.534
N 6.740 -0.896 2.528 -0.601
C -3.314 -0.846 -6.738 0.311
C 8.644 -5.277 4.668 -0.358
C 7.915 -4.691 3.723 -0.273
C 5.531 -1.181 1.729 -0.472
C -1.320 0.355 -5.962 -0.357
C 8.017 -5.824 5.898 0.354
C -0.690 0.178 -7.295 0.314
C 5.813 -5.101 5.090 -0.344
C -6.823 3.749 0.860 -0.220
C -0.710 -0.203 -1.347 0.922
C 0.306 0.512 -0.495 -0.437
C -1.470 -0.548 -8.331 -0.395
C -2.535 -0.119 -5.703 -0.340
C 6.543 -5.688 6.035 -0.387
C -3.176 -0.355 -0.221 0.577
C 1.733 0.051 -0.824 -0.981
C -7.369 5.771 -1.099 -0.382
C -6.147 4.929 -1.185 0.230
C -8.246 5.614 -0.112 -0.427
C -2.916 -0.369 1.329 0.530
C -2.188 0.331 -1.228 0.519
C 6.442 -4.559 3.859 0.425
C -2.685 -1.022 -8.072 -0.374
C -8.043 4.591 0.947 0.197
C -5.945 3.906 -0.126 -0.218
B 3.393 1.962 1.986 0.640
B 4.621 0.050 1.406 0.360
B 2.801 0.725 0.099 0.426
H 6.486 -0.588 3.459 0.236
H 0.204 1.586 -0.651 0.397
H -3.274 -1.555 -8.808 0.410
H -0.989 -0.662 -9.294 0.406
H 0.090 0.277 0.549 0.274
H 1.833 -1.029 -0.667 0.332
H 9.719 -5.385 4.595 0.400
H 4.920 -1.893 2.298 0.287
H -3.012 -0.002 -4.740 0.608
H -9.144 6.213 -0.026 0.408
H 6.111 -6.093 6.941 0.396
H 1.978 0.257 -1.872 0.289
H 8.343 -4.276 2.820 0.414
H -7.493 6.508 -1.882 0.411
H 7.302 -0.169 2.104 0.243
H 4.739 -4.990 5.165 0.418
H -0.732 0.885 -5.224 0.487
H -5.051 3.305 -0.216 0.605
H -6.698 3.010 1.642 0.468
H 5.817 -1.687 0.802 0.288
```

Values from the calculation:
- LUMO level (eV) = -1.5
- net charge = 0
- spin multiplicity = 1
- structure (SMILES) = NCB1OB(F)OB(CCC(F)(F)C(F)(F)C(F)(F)C(F)(F)S(F)(F)(F)(F)F)O1.O=C1C=CC(=O)C=C1.O=C1C=CC(=O)C=C1.O=C1C=CC(=O)C=C1
- Kohn-Sham gap (eV) = 7.75

=====

No. 2
A structure of composition C25H20BCl5CoF6N9O5S2, computed with wB97M-V/def2-TZVPD.

Structure (XYZ):
```
74
Properties=species:S:1:pos:R:3:mulliken_charge:R:1
Co -0.267 0.543 0.258 -1.626
Cl -0.248 1.222 3.983 -0.137
Cl 0.637 6.372 2.655 -0.175
Cl -0.371 2.546 -1.081 -0.155
Cl 0.227 5.625 -0.395 -0.156
Cl 0.367 4.144 4.808 -0.175
S 4.517 0.491 -3.285 1.228
S 3.417 3.073 -3.275 0.860
F 6.599 0.501 -4.903 -0.220
F 3.960 5.069 -1.684 -0.237
F 4.762 -0.187 -5.820 -0.227
F 4.967 3.229 -1.153 -0.206
F 5.661 4.392 -2.843 -0.240
F 5.808 -1.453 -4.410 -0.210
O 3.334 -0.331 -3.230 -0.612
O 2.635 0.520 -0.555 -0.211
O 5.406 0.448 -2.160 -0.663
O 2.393 2.651 -2.341 -0.399
O 3.061 4.021 -4.283 -0.684
N -0.737 -0.744 -1.189 -0.193
N 4.284 1.929 -3.888 -0.492
N -0.562 -1.981 1.545 0.651
N -2.635 -0.741 0.992 0.891
N -2.124 0.505 0.848 0.574
N -1.334 -1.898 -0.805 0.702
N -2.697 -3.228 0.831 0.604
N 0.236 -0.884 1.450 0.642
N -2.682 -3.990 1.956 -1.097
C 1.343 -1.122 2.173 1.000
C -2.965 2.862 1.255 -1.236
C 1.564 0.534 -0.253 0.274
C -4.187 0.656 1.676 -1.707
C -1.406 -2.732 -1.853 0.122
C 0.087 2.397 2.763 1.297
C 5.482 -0.189 -4.699 0.487
C -3.996 -5.806 2.940 -1.228
C -0.875 -2.095 -2.951 -1.849
C -3.721 -4.801 1.872 0.592
C -3.869 -0.670 1.500 -0.090
C -0.471 -0.835 -2.498 0.893
C 2.526 -0.220 2.307 -1.682
C -3.770 -3.551 0.059 -0.377
C 0.386 4.744 2.183 0.567
C 0.235 4.438 0.831 -0.177
C 0.074 0.283 -3.315 -1.291
C 0.046 2.063 1.419 -1.398
C -4.449 -4.561 0.682 -1.207
C -3.065 1.373 1.258 0.813
C 4.582 3.991 -2.179 0.630
C 0.283 3.732 3.144 0.252
C 0.061 3.105 0.524 0.982
C 1.222 -2.373 2.773 -1.763
C 0.015 -2.881 2.348 0.146
B -1.816 -2.019 0.653 -0.023
H -2.285 3.225 2.027 0.170
H 2.880 -0.257 3.335 0.414
H 1.937 -2.841 3.427 0.518
H 2.308 0.816 2.067 0.289
H -0.493 -3.805 2.556 0.586
H 0.858 0.853 -2.824 0.116
H -4.432 -1.567 1.697 0.444
H -0.737 0.962 -3.595 0.244
H -2.644 3.253 0.292 0.286
H -3.951 3.271 1.465 0.436
H -3.976 -3.026 -0.860 0.653
H 0.513 -0.109 -4.229 0.409
H -5.338 -5.061 0.339 0.426
H -3.288 -5.683 3.756 0.350
H -3.907 -6.822 2.553 0.279
H -5.006 -5.691 3.335 0.295
H -1.825 -3.717 -1.745 0.680
H -0.778 -2.479 -3.951 0.484
H 3.340 -0.558 1.663 0.364
H -5.106 1.070 2.053 0.491
```

Values from the calculation:
- LUMO level (spin up / spin down) (eV) = -1.7 / -1.7
- net charge = 0
- energy relative to the best compared isomer or geometry (same formula, charge and spin) (eV) = 0.255
- spin multiplicity = 1
- Kohn-Sham gap (spin up / spin down) (eV) = 7.67 / 7.67

=====

No. 3
A structure of composition C25H20BrN5O2S5SbTc, computed with wB97M-V/def2-TZVPD.

Structure (XYZ):
```
60
Properties=species:S:1:pos:R:3:mulliken_charge:R:1
Sb -4.042 -2.818 -2.223 0.901
Tc -0.886 -0.708 -0.366 -0.572
Br -0.496 6.008 2.504 -0.149
S -1.011 0.964 -2.210 -0.344
S -3.989 -1.944 -4.212 -0.354
S -1.626 -2.536 -1.329 -0.271
S -5.019 -4.164 -0.829 -0.318
S -3.298 -0.765 -0.236 0.216
O -1.485 1.056 0.621 -0.212
O -3.667 0.821 0.405 -0.440
N 0.871 -1.970 -0.686 0.987
N 1.195 2.552 -2.687 0.284
N 0.940 0.560 0.123 -0.459
N 1.321 1.433 -0.905 0.368
N 2.390 2.889 -2.125 -0.751
C 3.199 -3.489 -0.643 -1.025
C 1.327 -2.485 0.464 0.914
C -1.976 4.886 2.187 -0.282
C -4.347 4.485 2.277 -0.762
C 2.466 2.210 -1.032 0.948
C 1.711 -2.027 -4.266 -0.980
C 1.532 -2.219 -1.872 0.089
C -1.776 3.645 1.619 -0.099
C 2.909 -2.764 -4.263 -0.740
C 2.728 -2.979 -1.869 1.171
C -1.329 -1.014 2.663 -0.839
C 0.813 -2.777 2.909 -1.074
C 0.549 -2.175 1.678 0.794
C 0.512 1.666 -1.972 0.103
C -4.168 3.238 1.701 -0.550
C -1.050 -1.610 3.883 -0.980
C 2.505 -3.256 0.507 -1.233
C 0.019 -2.486 4.004 -0.926
C 3.407 -3.231 -3.081 -0.838
C -0.544 -1.294 1.548 2.389
C 3.579 2.221 -0.058 -1.321
C -3.257 5.309 2.521 -0.353
C -2.647 1.510 0.776 0.576
C 1.034 -1.755 -3.106 -0.786
C -2.876 2.821 1.378 0.589
H 4.020 1.228 0.047 0.335
H -2.178 -0.349 2.592 0.438
H -3.401 6.283 2.969 0.439
H -0.779 3.324 1.358 0.210
H 4.346 2.900 -0.420 0.360
H 1.306 -1.677 -5.207 0.474
H 1.619 -3.486 3.024 0.419
H -5.340 4.823 2.537 0.443
H 1.729 -0.035 0.365 0.467
H -5.014 2.595 1.507 0.524
H -1.673 -1.398 4.742 0.486
H 0.110 -1.200 -3.144 0.503
H 3.242 2.565 0.921 0.328
H 0.914 2.977 -3.560 0.200
H 3.419 -2.968 -5.194 0.432
H 0.650 1.100 0.942 0.420
H 4.110 -4.073 -0.628 0.491
H 2.850 -3.653 1.447 0.460
H 0.229 -2.955 4.956 0.438
H 4.321 -3.809 -3.052 0.460
```

Values from the calculation:
- LUMO level (spin up / spin down) (eV) = -8.0 / -8.0
- net charge = +2
- energy relative to the best compared isomer or geometry (same formula, charge and spin) (eV) = 2.637
- spin multiplicity = 1
- Kohn-Sham gap (spin up / spin down) (eV) = 5.97 / 5.97

=====

No. 4
A structure of composition C25H20Cl3N5RhSSbSe4, computed with wB97M-V/def2-TZVPD.

Structure (XYZ):
```
60
Properties=species:S:1:pos:R:3:mulliken_spin:R:1
Sb 3.398 0.168 3.242 -0.043
Rh 1.697 0.914 -0.361 0.814
Se 5.443 1.304 0.249 0.803
Se 3.731 -0.069 0.478 0.130
Se 1.237 -0.941 3.707 0.155
Se 4.934 -1.678 3.854 0.933
Cl 1.837 4.461 -4.072 -0.001
Cl 4.184 2.735 -4.306 -0.001
Cl 4.302 5.131 -2.650 -0.001
S -0.254 -1.599 -0.465 0.005
N -0.969 2.033 -0.911 0.281
N 0.385 0.679 -2.258 0.220
N 2.482 2.314 -1.216 0.046
N -0.025 2.063 -0.022 0.391
N 0.785 -0.713 0.362 0.003
C 0.162 -3.315 -0.067 0.003
C -1.365 3.461 1.455 0.136
C -0.324 4.321 3.448 0.122
C -0.793 -4.285 -0.317 0.000
C -2.914 -1.019 -0.243 0.007
C -1.813 -1.499 0.445 -0.001
C -1.808 1.345 -3.010 0.081
C -0.168 2.807 1.111 -0.109
C 0.945 2.949 1.959 0.154
C 0.814 -5.964 0.270 0.001
C -0.422 -0.043 -4.374 0.128
C 0.870 3.698 3.110 -0.063
C 1.441 -3.648 0.337 -0.022
C -1.624 0.648 -4.171 -0.024
C -0.464 -5.616 -0.139 0.000
C -4.122 -0.900 0.420 0.000
C -0.781 1.356 -2.037 -0.031
C 2.816 3.016 -2.081 -0.032
C 1.763 -4.983 0.513 0.004
C -1.429 4.205 2.614 -0.054
C -4.211 -1.249 1.757 -0.002
C 0.543 0.011 -3.390 -0.038
C -3.097 -1.718 2.436 -0.001
C -1.884 -1.850 1.782 0.007
C 3.252 3.793 -3.187 -0.003
H -1.015 -2.207 2.318 0.001
H -2.343 4.719 2.876 -0.003
H -2.815 -0.741 -1.282 -0.003
H -1.784 -3.999 -0.637 -0.001
H 1.071 -7.004 0.402 0.000
H -2.390 0.630 -4.931 0.001
H 1.485 -0.510 -3.517 0.003
H -5.153 -1.155 2.272 0.000
H 1.883 2.482 1.648 -0.037
H 2.758 -5.257 0.830 0.000
H -1.200 -6.383 -0.329 0.000
H 2.173 -2.873 0.518 0.009
H 1.743 3.818 3.738 -0.003
H -2.214 3.374 0.795 0.022
H 0.745 -0.883 1.374 -0.007
H -4.992 -0.536 -0.107 0.001
H -0.378 4.904 4.353 0.010
H -3.165 -1.986 3.477 0.001
H -2.709 1.894 -2.793 0.003
H -0.253 -0.610 -5.274 0.009
```

Values from the calculation:
- LUMO level (spin up / spin down) (eV) = -0.3 / -2.1
- net charge = 0
- ⟨S²⟩ = 6.053
- energy relative to the best compared isomer or geometry (same formula, charge and spin) (eV) = 1.186
- spin multiplicity = 5
- Kohn-Sham gap (spin up / spin down) (eV) = 6.21 / 5.15

=====

Energy values, unit eV, following the record order: -97080.7158, -188790.9081, -170735.5781, -353030.5926.
Max |F| values, unit eV/A, following the record order: 0.92, 0.47, 0.51, 5.27.